# 1
42
Properties=species:S:1:pos:R:3:forces:R:3 method="wB97M-V/def2-TZVPD" e_homo_ev="-14.32 / -14.43" s2=12.83 multiplicity=7 e_tot_ev=-86594.8318 homo_lumo_gap_ev="4.6 / 4.6" total_charge=+2
I 1.500 0.678 3.178 -0.08 -0.06 0.28
I 0.460 -0.738 -2.134 0.29 -2.03 -0.50
Tb 1.299 0.289 0.384 0.79 2.18 0.32
P -0.366 2.184 0.240 -0.49 0.87 1.68
C -2.039 1.889 0.750 -0.56 -1.51 -0.52
C 0.266 3.473 1.283 -0.11 1.05 0.25
H -0.260 4.372 0.966 0.25 0.50 0.35
H -0.780 3.771 -1.367 0.00 0.42 -0.49
H 1.350 3.592 1.140 -0.31 0.10 0.03
H 0.707 2.853 -1.781 -0.26 0.19 0.13
H -2.093 1.472 1.754 0.02 0.35 0.17
H 0.078 3.260 2.342 0.02 0.08 -0.34
C -0.322 2.790 -1.398 -0.28 0.64 -1.20
H -2.596 2.748 0.597 -1.57 1.73 0.11
H -0.885 2.149 -2.078 0.38 0.75 0.20
H -2.518 1.067 0.073 0.16 2.50 1.29
P 2.838 -1.678 0.563 0.22 -1.73 0.77
C 2.150 -3.215 1.127 -0.06 -0.99 0.21
C 3.576 -1.920 -1.027 0.54 -0.26 -0.90
H 4.477 -0.166 1.452 0.04 -0.44 0.09
H 4.965 -1.898 1.470 0.44 0.09 0.25
H 3.827 -1.250 2.709 0.15 -0.04 -0.43
C 4.152 -1.202 1.659 0.65 0.14 0.47
H 3.876 -0.953 -1.471 0.08 -0.41 0.15
H 4.456 -2.541 -0.857 0.19 -0.02 -0.50
H 2.965 -3.942 1.147 -0.28 -0.31 0.15
H 1.354 -3.563 0.446 0.39 0.09 0.20
H 2.879 -2.411 -1.721 0.36 0.03 0.29
H 1.719 -3.105 2.136 0.28 -0.01 -0.35
C -0.399 -1.127 1.145 4.74 2.35 -0.02
O -1.145 -1.840 1.465 -2.98 -4.96 2.30
F -3.101 -0.750 1.550 2.49 0.96 -0.54
C -2.652 -0.768 0.227 -3.57 -0.71 -1.06
C -1.339 0.024 -0.556 -2.58 -1.28 -3.57
C -1.969 0.353 -1.995 0.89 -0.69 -0.87
F -1.399 0.792 -3.269 -0.26 0.17 2.83
C -3.181 -0.015 -2.432 -4.83 -1.49 -0.72
F -3.650 0.191 -3.667 0.95 0.45 0.03
C -4.193 -0.791 -1.754 4.26 -0.12 4.17
F -5.296 -1.135 -2.223 -0.89 0.07 -0.88
C -3.847 -1.189 -0.343 -0.31 1.08 -4.19
F -4.864 -1.755 0.271 0.82 0.29 0.34

# 2
11
Properties=species:S:1:pos:R:3:forces:R:3 method="wB97M-V/def2-TZVPD" e_homo_ev=-9.07 e_tot_ev=-20045.1858 homo_lumo_gap_ev=9.2
O -3.184 -0.314 -0.047 3.07 2.26 1.65
C -2.278 0.514 0.255 -1.19 -0.78 -1.84
N -0.901 0.168 -0.107 0.75 0.81 1.47
O -0.688 -1.298 -0.095 0.72 3.20 -0.18
C 0.306 1.115 -0.093 -4.26 -0.09 0.01
N 1.519 0.951 -0.247 0.86 -0.83 1.06
S 2.563 -0.345 0.134 -0.30 0.05 -0.63
H -2.601 1.604 0.659 1.42 -2.37 -0.94
H -1.626 -1.423 -0.101 -1.70 -1.66 -0.20
H -0.176 2.142 -0.012 0.85 -1.14 -0.41
H 1.869 -1.508 -0.043 -0.21 0.57 0.02

# 3
14
Properties=species:S:1:pos:R:3:forces:R:3 method="wB97M-V/def2-TZVPD" e_homo_ev="-7.95 / -10.04" s2=2.01 multiplicity=3 e_tot_ev=-48367.8780 homo_lumo_gap_ev="8.5 / 6.3"
C 1.309 -0.618 -0.355 1.46 -2.99 0.85
C 0.247 0.110 0.272 -3.69 0.06 -2.45
C -1.453 -0.646 -0.125 3.31 0.49 1.65
N 0.219 1.480 -0.375 -2.55 -7.59 3.64
O 0.450 1.668 -1.536 1.67 1.71 -6.67
O 0.214 2.299 0.511 0.12 7.13 4.22
O 0.349 0.149 1.572 -1.42 1.24 3.23
Cl -1.211 -2.355 0.101 -0.14 -0.89 0.53
Cl -1.930 -0.387 -1.701 -0.55 0.85 -2.14
Cl -2.581 0.006 1.030 -0.32 0.28 0.41
H 1.317 -1.685 0.046 0.19 1.39 -0.62
H 1.207 -0.628 -1.410 -0.01 -0.06 -0.98
H 2.239 -0.128 -0.060 0.10 -0.13 -0.15
H -0.374 0.736 2.029 1.83 -1.49 -1.51

# 4
18
Properties=species:S:1:pos:R:3:forces:R:3 method="wB97M-V/def2-TZVPD" e_homo_ev=-2.27 e_tot_ev=-16667.7116 homo_lumo_gap_ev=6.4 total_charge=-1
C -0.186 1.271 1.765 0.09 -0.44 0.48
N -0.230 -0.197 1.868 -0.03 0.39 -0.95
C -1.384 -0.734 1.115 -0.07 -0.62 -0.51
C 1.003 -0.781 1.302 -0.13 0.07 0.86
H -1.108 1.635 2.222 0.05 0.26 0.00
H -0.095 1.646 0.739 0.03 -0.12 0.02
H 0.670 1.617 2.361 -0.14 0.10 -0.08
H -1.650 -1.680 1.600 -0.39 0.07 -0.01
H -2.242 -0.058 1.030 0.12 0.07 0.77
H -1.211 -0.930 0.036 0.47 0.06 0.61
H 0.797 -1.836 1.115 0.20 0.01 -0.22
H 1.829 -0.732 2.029 -0.21 0.07 0.06
H 1.312 -0.257 0.401 -0.08 -0.19 -0.38
C 1.061 -0.415 -2.672 0.09 0.16 0.39
S -0.205 0.496 -1.674 0.50 -0.07 -0.87
H 0.732 -0.514 -3.705 0.11 0.05 -0.16
H 2.053 0.057 -2.645 -0.25 0.28 -0.18
H 1.275 -1.425 -2.308 -0.35 -0.16 0.16

# 5
81
Properties=species:S:1:pos:R:3:forces:R:3 method="wB97M-V/def2-TZVPD" e_homo_ev=-7.68 e_tot_ev=-104695.9831 homo_lumo_gap_ev=7.8
Y -0.196 -0.609 0.334 0.03 -0.20 0.09
C 0.429 3.026 4.057 -0.07 0.06 -0.04
C 0.660 1.534 3.878 0.06 -0.01 0.01
S 1.424 0.950 2.354 -0.02 0.01 -0.12
C 2.941 1.885 2.062 -0.01 -0.17 0.05
C 2.841 3.333 1.591 -0.03 0.07 -0.03
S 1.654 3.563 0.247 -0.09 0.08 -0.01
C 0.787 5.075 0.754 0.01 -0.07 0.03
C 0.297 5.184 2.200 -0.01 -0.07 -0.03
S -0.677 3.785 2.827 0.01 -0.01 -0.03
H 1.371 3.571 4.063 0.02 0.02 0.00
H -0.024 3.167 5.039 0.01 0.01 0.00
H -0.286 0.988 3.880 0.00 0.00 -0.01
H 1.258 1.171 4.717 -0.02 0.01 0.01
H 3.436 1.284 1.295 0.01 0.00 0.01
H 3.561 1.834 2.959 0.02 -0.01 -0.02
H 3.834 3.652 1.268 0.01 0.00 0.01
H 2.551 3.977 2.413 0.00 0.05 0.05
H -0.071 5.104 0.078 0.00 0.01 0.00
H 1.400 5.952 0.530 -0.01 0.01 0.01
H -0.338 6.068 2.267 0.01 0.01 0.00
H 1.121 5.356 2.891 0.02 0.01 -0.01
C 1.621 1.824 -3.796 0.00 0.01 -0.02
N 1.271 0.421 -3.886 0.00 0.00 0.03
C 0.728 -0.218 -4.983 -0.01 0.00 -0.01
C 0.538 -1.503 -4.619 0.00 -0.02 -0.01
N 0.958 -1.654 -3.317 -0.02 -0.01 0.03
B 0.753 -2.949 -2.483 -0.01 0.06 -0.04
N -0.779 -3.259 -2.328 0.03 -0.05 -0.08
C -1.231 -4.554 -2.183 -0.02 0.00 0.00
C -2.518 -4.513 -1.781 0.03 -0.01 0.04
N -2.858 -3.183 -1.688 0.00 0.00 -0.03
C -4.112 -2.661 -1.181 -0.03 0.02 0.00
C -1.785 -2.433 -2.013 -0.06 0.08 0.05
S -1.783 -0.703 -1.955 0.06 -0.10 0.08
C 1.401 -0.466 -2.875 0.04 0.00 -0.06
S 2.084 -0.053 -1.353 -0.10 0.11 0.14
H 1.275 2.322 -4.698 0.00 0.00 0.00
H 2.699 1.944 -3.700 0.00 0.00 0.00
H 1.150 2.265 -2.920 -0.01 0.00 0.01
H 0.532 0.297 -5.905 0.00 0.01 0.00
H 0.125 -2.327 -5.173 0.00 0.00 0.01
H 1.251 -3.890 -3.061 -0.01 -0.01 0.03
H 1.222 -2.777 -1.388 0.00 0.01 -0.01
H -0.583 -5.393 -2.363 0.00 0.00 -0.01
H -3.211 -5.294 -1.527 0.00 0.00 -0.01
H -4.741 -3.501 -0.902 0.00 0.00 -0.02
H -4.604 -2.054 -1.939 -0.01 -0.01 0.00
H -3.932 -2.050 -0.299 0.02 -0.01 0.00
O -2.690 -3.648 1.888 -0.05 -0.01 -0.02
C -2.048 -2.655 1.642 0.08 0.06 -0.05
O -1.136 -2.540 0.716 -0.01 0.16 0.03
C -2.288 -1.311 2.433 0.02 0.01 -0.02
O -3.219 -1.189 3.191 0.01 0.01 0.05
O -1.411 -0.378 2.144 0.10 -0.01 -0.11
N 1.702 -2.060 1.206 -0.12 0.04 -0.10
C 2.434 -2.934 1.102 0.03 -0.04 0.18
C 3.352 -4.028 0.972 0.00 0.01 -0.07
C 3.650 -4.506 -0.302 -0.02 0.01 -0.02
C 4.536 -5.562 -0.431 0.01 -0.01 0.00
C 5.115 -6.129 0.696 -0.01 0.01 0.01
C 4.810 -5.648 1.963 0.00 -0.01 -0.01
C 3.926 -4.594 2.108 -0.01 0.01 0.02
H 3.178 -4.055 -1.165 0.00 0.00 0.00
H 4.773 -5.944 -1.415 0.00 0.00 0.00
H 5.807 -6.954 0.588 0.00 0.00 0.00
H 5.260 -6.096 2.839 0.00 0.00 0.00
H 3.671 -4.210 3.087 0.00 0.00 0.00
N -1.241 1.654 -0.036 0.10 -0.14 -0.06
C -2.119 2.388 -0.060 -0.07 0.01 0.05
C -3.240 3.282 -0.057 0.02 0.03 -0.03
C -3.996 3.416 1.105 0.03 -0.04 0.04
C -5.083 4.273 1.104 -0.01 0.01 -0.02
C -5.409 4.985 -0.043 0.01 -0.02 0.01
C -4.654 4.842 -1.200 -0.01 0.01 0.01
C -3.566 3.987 -1.214 0.02 0.01 -0.01
H -3.729 2.848 1.985 0.01 0.00 0.01
H -5.679 4.381 2.000 0.00 0.00 0.00
H -6.261 5.653 -0.037 0.00 0.00 0.00
H -4.917 5.392 -2.093 0.00 0.00 0.00
H -2.973 3.854 -2.109 0.00 0.00 0.00